The following is a quantum chemistry calculation of a 2-piece molecular cluster, H5NO2P2 overall at a distorted geometry, from the Open Molecules 2025 dataset.

* largest force on an atom: 2.86 eV/Å
* SMILES string: N=[PH3].O=PO
* HOMO-LUMO gap: 7.85 eV
* ΔE to the lowest compared entry with this formula, charge and spin: 258.1 kJ/mol

```
! RIJCOSX wB97M-V def2-TZVPD def2/J DEFGRID3
* xyz 0 1
N -0.9063 -0.2654 -1.2387
P -1.0673 0.7055 -0.0597
H -1.8932 -0.5385 -1.5372
H -0.1779 1.7598 0.0479
H -1.1309 0.2799 1.1960
H -2.2874 1.4270 -0.1380
O 0.9409 0.3980 1.1569
P 2.2174 -0.2113 0.8300
O 1.8676 -1.6627 0.2313
H 2.4371 -1.8924 -0.4886
*
```